[1]
# C11H25FeN5O7

A structure of composition C11H25FeN5O7 in a non-equilibrium geometry (ωB97M-V/def2-TZVPD, the OMol25 dataset).

Output
ΔE to the lowest compared entry with this formula, charge and spin: 0.0 kcal/mol
<S²>: 8.86
E_LUMO (alpha / beta): -4.5 / -5.9 eV
HOMO level (alpha / beta): -10.17 / -12.11 eV
M: 395.2 g mol⁻¹
2S+1: 6
Orbital gap (alpha / beta): 5.713 / 6.161 eV
Total charge: +1

Cartesian coordinates (Å):
O (-0.54, 0.36, -3.85)
H (-0.91, 0.30, -4.75)
Fe (-0.04, -0.04, -0.32)
N (-0.43, 1.60, 0.42)
N (1.21, 0.80, -1.32)
N (-1.22, -0.81, 0.83)
N (-0.29, -1.59, -1.28)
O (-1.47, 2.08, 1.06)
O (-1.75, -0.27, 1.96)
O (0.34, -1.94, -2.44)
O (1.83, 0.35, -2.36)
C (1.53, 2.02, -0.77)
C (0.70, 2.37, 0.33)
C (-1.55, -2.10, 0.58)
C (-1.06, -2.54, -0.68)
C (0.90, 3.48, 1.28)
H (1.24, 3.11, 2.26)
H (-0.03, 4.04, 1.41)
H (1.68, 4.17, 0.94)
C (2.57, 2.87, -1.39)
H (2.39, 3.01, -2.47)
H (3.57, 2.41, -1.32)
H (2.58, 3.85, -0.89)
C (-2.38, -2.94, 1.49)
C (-1.32, -3.88, -1.29)
H (-2.92, -2.31, 2.21)
H (-1.79, -3.64, 2.09)
H (-3.11, -3.55, 0.94)
H (-0.77, -4.00, -2.24)
H (-2.40, -4.01, -1.47)
H (-1.02, -4.69, -0.61)
H (-1.76, 0.75, 1.74)
H (0.87, -1.13, -2.72)
C (-1.53, 0.94, -3.00)
H (-1.09, 1.78, -2.45)
H (-1.98, 0.21, -2.31)
H (-2.31, 1.35, -3.65)
O (-4.07, 2.76, -0.08)
H (-4.26, 2.01, -0.69)
H (-3.20, 2.51, 0.34)
C (2.05, -0.49, 3.40)
C (2.49, -1.10, 2.10)
N (3.59, -1.87, 2.24)
O (1.93, -0.93, 0.99)
H (2.68, -0.81, 4.23)
H (1.01, -0.77, 3.61)
H (2.10, 0.61, 3.33)
H (3.98, -2.33, 1.43)
H (3.99, -2.02, 3.15)

[2]
# C8H24FO4S4Sn

A structure of composition C8H24FO4S4Sn in a non-equilibrium geometry (ωB97M-V/def2-TZVPD, the OMol25 dataset).

Output
ΔE to the lowest compared entry with this formula, charge and spin: 172.0 kcal/mol
E_LUMO: -7.6 eV
HOMO level: -11.30 eV
M: 450.3 g mol⁻¹
Orbital gap: 3.719 eV
Total charge: +1

Cartesian coordinates (Å):
Sn (-8.35, -1.53, 22.60)
F (-11.46, -0.37, 25.05)
C (-7.35, -7.43, 26.72)
S (-7.30, -7.00, 24.96)
O (-8.08, -5.70, 24.67)
C (-5.49, -6.63, 24.89)
H (-8.21, -8.09, 26.87)
H (-7.30, -6.53, 27.34)
H (-6.49, -8.05, 26.94)
H (-5.22, -6.38, 23.87)
H (-4.89, -7.46, 25.26)
H (-5.18, -5.74, 25.43)
C (-14.02, -2.95, 21.56)
S (-13.09, -4.54, 21.43)
O (-11.69, -3.99, 21.22)
C (-13.20, -4.86, 23.25)
H (-13.84, -2.31, 22.43)
H (-15.08, -3.15, 21.74)
H (-13.99, -2.31, 20.68)
H (-12.45, -5.60, 23.50)
H (-14.16, -5.25, 23.61)
H (-12.88, -4.01, 23.86)
C (-7.11, 3.83, 18.72)
S (-5.78, 3.44, 19.95)
O (-6.15, 2.10, 20.58)
C (-4.56, 2.98, 18.65)
H (-6.78, 4.55, 17.97)
H (-7.96, 4.28, 19.24)
H (-7.39, 2.90, 18.22)
H (-4.61, 3.59, 17.75)
H (-4.65, 1.98, 18.23)
H (-3.54, 3.02, 19.04)
C (-2.00, -4.50, 20.81)
S (-3.27, -3.12, 20.53)
O (-4.56, -3.65, 21.17)
C (-2.63, -1.96, 21.70)
H (-2.28, -5.44, 20.34)
H (-1.65, -4.58, 21.84)
H (-1.09, -4.15, 20.33)
H (-1.56, -1.78, 21.56)
H (-2.62, -2.45, 22.67)
H (-3.17, -1.01, 21.70)

[3]
# CH3Br

A cluster of 2 separate species, CH3Br in total in a non-equilibrium geometry (ωB97M-V/def2-TZVPD, the OMol25 dataset).

Output
ΔE to the lowest compared entry with this formula, charge and spin: 102.3 kcal/mol
E_LUMO (alpha / beta): -0.2 / 0.0 eV
HOMO level (alpha / beta): -10.63 / -8.48 eV
M: 94.9 g mol⁻¹
Orbital gap (alpha / beta): 10.475 / 8.474 eV
Total charge: 0

Cartesian coordinates (Å):
C (0.41, 0.27, 0.03)
Br (2.09, -0.51, -0.12)
H (-2.46, -0.69, 0.06)
H (-0.18, 0.08, 0.89)
H (0.14, 0.85, -0.85)

[4]
# C21H13F4NO3

The molecule C21H13F4NO3 in a non-equilibrium geometry (ωB97M-V/def2-TZVPD, the OMol25 dataset).

Output
ΔE to the lowest compared entry with this formula, charge and spin: 0.0 kcal/mol
E_LUMO: -0.3 eV
Structure (SMILES): O=C(c1ccccc1)[C@H](C(c1cc(F)cc(F)c1)c1cc(F)cc(F)c1)[N+](=O)[O-]
HOMO level: -9.65 eV
M: 403.3 g mol⁻¹
Orbital gap: 9.315 eV
Total charge: 0

Cartesian coordinates (Å):
F (-0.52, -2.23, -4.50)
C (0.39, -1.38, -3.92)
C (1.67, -1.30, -4.46)
C (2.55, -0.46, -3.80)
F (3.81, -0.29, -4.33)
C (2.22, 0.25, -2.64)
C (0.90, 0.17, -2.14)
C (0.58, 1.00, -0.91)
C (-0.86, 1.53, -0.80)
C (-1.04, 2.92, -0.65)
C (-2.31, 3.40, -0.38)
F (-2.45, 4.71, 0.02)
C (-3.46, 2.61, -0.41)
C (-3.24, 1.26, -0.63)
F (-4.32, 0.41, -0.62)
C (-1.97, 0.69, -0.81)
C (-0.03, -0.64, -2.81)
H (1.94, -1.85, -5.36)
H (2.96, 0.87, -2.14)
H (1.21, 1.89, -0.98)
H (-0.18, 3.60, -0.67)
H (-4.46, 3.02, -0.27)
H (-1.88, -0.39, -0.91)
H (-1.06, -0.73, -2.48)
C (1.14, 0.38, 0.35)
C (0.29, 0.52, 1.63)
O (-0.19, 1.60, 1.94)
C (0.18, -0.63, 2.57)
C (1.35, -1.16, 3.11)
C (1.27, -1.99, 4.24)
C (0.01, -2.35, 4.74)
C (-1.16, -1.84, 4.16)
C (-1.07, -0.97, 3.08)
N (1.62, -1.18, 0.08)
O (2.86, -1.33, -0.02)
O (0.76, -2.06, -0.02)
H (2.11, 0.83, 0.60)
H (2.31, -0.90, 2.67)
H (2.20, -2.33, 4.71)
H (-0.05, -3.03, 5.60)
H (-2.14, -2.11, 4.56)
H (-1.96, -0.53, 2.62)

[5]
# C2H4N2O2

A cluster of 2 separate species, C2H4N2O2 in total in a non-equilibrium geometry (ωB97M-V/def2-TZVPD, the OMol25 dataset).

Output
ΔE to the lowest compared entry with this formula, charge and spin: 91.8 kcal/mol
E_LUMO: 0.7 eV
Structure (SMILES): N=C=O.C=NO
HOMO level: -10.42 eV
M: 88.1 g mol⁻¹
Orbital gap: 11.122 eV
Total charge: 0

Cartesian coordinates (Å):
C (-1.83, -0.74, 0.08)
C (1.98, 0.06, -0.23)
N (2.09, 0.20, -1.39)
N (-0.82, -0.31, 0.72)
O (2.18, 0.07, 0.92)
O (-0.70, 1.16, 1.08)
H (-2.70, -0.19, -0.29)
H (-1.75, -1.79, -0.29)
H (0.17, 1.41, 1.44)
H (1.37, 0.12, -2.04)

[6]
# C23H23N3O4

The molecule C23H23N3O4 (ωB97M-V/def2-TZVPD, the OMol25 dataset).

Output
ΔE to the lowest compared entry with this formula, charge and spin: 48.1 kcal/mol
E_LUMO: 0.5 eV
Structure (SMILES): COc1ccccc1O[C@H](C)C(=O)Nc1ccccc1C(=O)NCc1cccnc1
HOMO level: -8.25 eV
M: 405.5 g mol⁻¹
Orbital gap: 8.729 eV
Total charge: 0

Cartesian coordinates (Å):
C (-3.30, -0.62, 2.00)
H (-4.17, -0.09, 1.63)
O (-2.76, -1.27, 0.88)
C (-1.53, -1.88, 0.97)
C (-0.89, -2.12, 2.17)
C (0.34, -2.76, 2.22)
C (0.94, -3.16, 1.05)
C (0.32, -2.92, -0.16)
C (-0.91, -2.28, -0.23)
O (-1.37, -2.08, -1.50)
C (-2.65, -1.54, -1.78)
C (-2.80, -1.58, -3.30)
H (-3.77, -1.17, -3.58)
H (-2.01, -1.00, -3.76)
H (-2.73, -2.61, -3.66)
C (-2.86, -0.10, -1.31)
O (-3.98, 0.37, -1.21)
N (-1.70, 0.56, -1.09)
C (-1.53, 1.80, -0.48)
C (-2.54, 2.75, -0.45)
C (-2.33, 3.98, 0.13)
C (-1.10, 4.29, 0.69)
C (-0.10, 3.35, 0.70)
C (-0.29, 2.09, 0.13)
C (0.78, 1.05, 0.18)
O (0.91, 0.18, -0.67)
N (1.59, 1.11, 1.26)
H (1.41, 1.77, 2.00)
C (2.64, 0.12, 1.44)
C (3.61, 0.14, 0.29)
C (4.02, -1.04, -0.33)
N (4.89, -1.08, -1.32)
C (5.38, 0.06, -1.77)
C (5.04, 1.29, -1.24)
C (4.14, 1.33, -0.19)
H (3.85, 2.27, 0.26)
H (5.46, 2.20, -1.64)
H (6.08, -0.02, -2.59)
H (3.63, -2.00, 0.00)
H (3.15, 0.34, 2.38)
H (2.18, -0.88, 1.51)
H (0.87, 3.61, 1.11)
H (-0.93, 5.27, 1.12)
H (-3.13, 4.71, 0.14)
H (-3.49, 2.51, -0.90)
H (-0.83, 0.04, -1.21)
H (-3.44, -2.15, -1.32)
H (0.78, -3.20, -1.10)
H (1.89, -3.67, 1.07)
H (0.81, -2.93, 3.17)
H (-1.36, -1.81, 3.10)
H (-3.60, -1.33, 2.77)
H (-2.59, 0.10, 2.42)

[7]
# C2H7O2PS

A cluster of 2 separate species, C2H7O2PS in total in a non-equilibrium geometry (ωB97M-V/def2-TZVPD, the OMol25 dataset).

Output
ΔE to the lowest compared entry with this formula, charge and spin: 86.4 kcal/mol
E_LUMO: 0.1 eV
HOMO level: -8.76 eV
M: 126.1 g mol⁻¹
Orbital gap: 8.818 eV
Total charge: 0

Cartesian coordinates (Å):
C (1.52, -1.08, -0.35)
C (2.34, 0.13, -0.22)
O (-1.90, 1.08, -0.17)
O (0.55, 2.35, 0.22)
P (-2.11, -0.51, -0.54)
S (2.21, 1.72, 0.07)
H (0.57, -0.83, 0.09)
H (1.55, -1.27, -1.35)
H (2.03, -1.84, 0.16)
H (-3.37, -0.33, -1.20)
H (-1.12, 1.59, -0.39)
H (0.68, 2.93, 0.93)
H (-2.67, -1.09, 0.66)

[8]
# C28H25N3NiO5Si

A structure of composition C28H25N3NiO5Si (ωB97M-V/def2-TZVPD, the OMol25 dataset).

Output
E_LUMO (alpha / beta): -0.4 / -0.5 eV
HOMO level (alpha / beta): -8.82 / -8.81 eV
M: 570.3 g mol⁻¹
Orbital gap (alpha / beta): 8.379 / 8.324 eV
Total charge: 0

Cartesian coordinates (Å):
Ni (-0.74, -0.58, 0.74)
O (-2.56, 0.05, 0.82)
C (-3.04, 0.66, 1.79)
C (-2.31, 1.30, 2.83)
C (-3.03, 1.94, 3.85)
C (-2.37, 2.64, 4.82)
C (-0.96, 2.73, 4.81)
C (-0.24, 2.12, 3.82)
C (-0.88, 1.36, 2.80)
O (-0.15, 0.79, 1.91)
N (-3.12, 3.30, 5.87)
O (-4.34, 3.20, 5.85)
O (-2.50, 3.91, 6.72)
H (-4.13, 0.75, 1.82)
H (-4.11, 1.90, 3.86)
H (-0.47, 3.30, 5.59)
H (0.84, 2.19, 3.80)
C (4.09, -2.08, 1.47)
N (3.32, -1.99, 0.23)
C (3.66, -2.90, -0.87)
C (2.13, -1.46, 0.26)
N (1.09, -0.94, 0.27)
H (5.14, -1.93, 1.24)
H (3.95, -3.06, 1.93)
H (3.76, -1.31, 2.16)
H (4.69, -2.73, -1.16)
H (3.01, -2.71, -1.71)
H (3.52, -3.94, -0.55)
O (-1.30, -2.17, 0.06)
Si (-1.20, -3.29, -1.07)
C (-2.73, -4.36, -1.04)
C (-2.71, -5.73, -1.31)
C (-3.88, -6.49, -1.32)
C (-5.09, -5.88, -1.04)
C (-5.14, -4.52, -0.76)
C (-3.97, -3.77, -0.76)
C (0.28, -4.43, -0.76)
C (0.92, -5.13, -1.78)
C (1.92, -6.07, -1.51)
C (2.30, -6.30, -0.20)
C (1.70, -5.60, 0.83)
C (0.70, -4.68, 0.56)
C (-0.99, -2.61, -2.82)
C (-1.61, -3.20, -3.92)
C (-1.41, -2.73, -5.21)
C (-0.57, -1.65, -5.42)
C (0.06, -1.04, -4.34)
C (-0.15, -1.52, -3.06)
H (-1.77, -6.22, -1.52)
H (-3.84, -7.55, -1.53)
H (-6.01, -6.46, -1.04)
H (-6.09, -4.04, -0.54)
H (-4.01, -2.71, -0.53)
H (0.63, -4.96, -2.81)
H (2.39, -6.61, -2.32)
H (3.07, -7.04, 0.01)
H (1.99, -5.79, 1.86)
H (0.21, -4.15, 1.37)
H (-2.28, -4.05, -3.76)
H (-1.90, -3.20, -6.04)
H (-0.41, -1.27, -6.42)
H (0.70, -0.18, -4.50)
H (0.34, -1.03, -2.22)